C34H81N2O26P3S6 | the ωB97M-V functional and the def2-TZVPD basis

Last column: Mulliken charge in e.
Positions of all 152 atoms, in Å:
1 S 3.639 3.835 -6.089  1.258
2 S 1.374 -8.499 2.663  1.274
3 S -2.085 -5.663 8.241  1.171
4 S 9.045 8.673 -8.646  1.146
5 S 3.111 -1.332 -8.629  1.196
6 S 0.122 0.222 -2.293  1.206
7 P 0.687 -2.492 4.676  0.908
8 P -2.764 1.234 1.136  0.451
9 P -1.421 -2.975 4.491  -0.151
10 O 0.052 -1.077 -2.883  -0.671
11 O 0.839 -8.262 3.969  -0.562
12 O 4.208 5.206 -5.544  -0.285
13 O -7.243 4.933 -0.467  -0.559
14 O 0.323 0.327 -0.871  -0.789
15 O 8.196 7.637 -8.136  -0.535
16 O -0.767 0.194 4.697  -0.649
17 O 1.361 -3.943 4.544  -0.318
18 O 10.038 9.248 -7.794  -0.616
19 O 1.020 -7.609 1.597  -0.664
20 O 8.134 9.821 -9.257  -0.303
21 O -1.250 -5.341 9.553  -0.308
22 O -3.043 1.357 -0.307  -0.631
23 O 2.958 -8.596 2.743  -0.268
24 O 4.053 2.768 -5.224  -0.609
25 O 0.981 -1.895 5.981  -0.669
26 O 3.895 3.725 -7.492  -0.610
27 O 4.283 -1.869 -9.250  -0.622
28 O 1.239 1.081 -3.012  -0.169
29 O 1.934 -1.116 -9.417  -0.660
30 O -2.499 -7.033 8.262  -0.652
31 O -2.834 2.627 1.898  -0.502
32 O 2.723 -2.221 -7.369  -0.159
33 O 1.228 -1.655 3.429  -0.427
34 O -3.077 -4.640 8.069  -0.588
35 O -1.298 0.685 1.446  -0.257
36 N -6.295 2.966 0.331  0.680
37 N -2.937 0.755 4.120  -0.352
38 C -2.284 -1.493 3.775  -0.133
39 C 1.932 4.174 -5.834  -1.022
40 C 2.621 0.853 -2.625  -0.261
41 C -2.503 -6.330 11.425  -0.985
42 C -1.989 -5.068 10.765  -0.315
43 C 1.062 -10.163 2.194  -1.026
44 C -7.069 1.460 2.110  -0.269
45 C -7.465 2.568 1.148  -1.559
46 C 1.989 -3.443 -7.614  -0.437
47 C -5.877 1.856 2.986  -0.945
48 C 7.068 10.341 -8.425  -0.209
49 C -6.328 4.395 0.098  0.451
50 C 3.196 -0.394 -3.261  -0.962
51 C -3.827 -1.444 3.932  -0.242
52 C -5.380 0.710 3.883  -0.684
53 C 3.619 -6.704 4.160  -0.674
54 C 6.476 5.441 -6.490  -0.936
55 C -6.286 2.254 -0.951  -1.286
56 C -1.276 1.174 -2.759  -1.027
57 C -5.599 -1.656 5.928  1.349
58 C 3.676 -7.337 2.788  -0.418
59 C 3.526 0.128 -7.748  -0.963
60 C 9.792 8.152 -10.149  -0.966
61 C -3.889 0.052 1.914  -2.046
62 C -4.061 0.033 3.463  2.962
63 C 5.630 5.277 -5.247  -0.389
64 C 2.879 -4.564 -8.106  -0.991
65 C -4.170 -1.861 5.379  -2.334
66 C 7.570 11.317 -7.383  -0.994
67 C -5.693 -0.411 6.840  -1.784
68 C -0.790 -5.447 7.080  -0.941
69 C -5.992 -2.911 6.750  -1.585
70 C -5.152 5.145 0.658  -0.945
71 C -1.840 -0.131 4.271  -0.071
72 H 3.270 -6.676 2.021  0.348
73 H 1.176 -3.235 -8.312  0.357
74 H 7.509 5.638 -6.209  0.400
75 H -7.882 3.420 1.688  0.547
76 H -2.925 -6.084 12.400  0.391
77 H -3.161 1.083 5.055  0.593
78 H 3.943 -7.406 4.928  0.279
79 H 8.177 12.093 -7.848  0.268
80 H 1.752 4.290 -4.769  0.319
81 H 2.687 0.824 -1.537  0.304
82 H -1.958 -1.471 2.730  0.462
83 H 1.673 5.077 -6.380  0.381
84 H 9.021 7.756 -10.805  0.314
85 H 5.914 4.395 -4.672  0.297
86 H -0.018 -10.279 2.151  0.375
87 H 3.879 0.861 -8.470  0.464
88 H 4.697 -7.584 2.505  0.268
89 H -5.299 1.068 4.907  0.076
90 H -4.791 0.203 6.762  0.325
91 H -7.919 1.257 2.774  0.412
92 H -1.275 -4.556 11.406  0.286
93 H -7.008 2.671 -1.662  0.445
94 H -0.465 -4.409 7.112  0.289
95 H 6.120 6.274 -7.094  0.260
96 H -2.133 2.726 2.556  0.374
97 H -5.444 5.521 1.642  0.243
98 H -5.761 -0.702 7.887  0.599
99 H 2.606 -6.393 4.404  0.038
100 H 3.263 -4.358 -9.104  0.300
101 H -5.289 2.293 -1.393  0.241
102 H 2.635 0.491 -7.244  0.225
103 H 0.993 -4.469 3.820  0.270
104 H -4.272 -2.166 3.242  0.457
105 H -6.317 -1.603 5.110  0.125
106 H 6.395 10.830 -9.126  0.271
107 H -6.160 -0.053 3.902  0.031
108 H -4.845 0.182 1.411  0.405
109 H -6.887 0.522 1.578  0.390
110 H 5.722 6.142 -4.594  0.291
111 H -2.797 -4.371 10.539  0.275
112 H -2.151 0.673 -2.352  0.333
113 H -3.509 -0.913 1.577  0.788
114 H -1.186 2.165 -2.324  0.276
115 H 2.732 -1.297 -2.865  0.356
116 H 0.024 -6.123 7.327  0.443
117 H 3.151 1.736 -2.975  0.196
118 H 1.547 -3.690 -6.651  0.269
119 H -5.094 2.228 2.335  -0.038
120 H -1.451 -3.808 3.348  0.055
121 H -6.194 2.703 3.600  0.517
122 H 2.310 -5.493 -8.138  0.385
123 H 4.267 -0.439 -3.062  0.438
124 H -3.276 -6.807 10.825  0.290
125 H -4.901 5.989 0.019  0.415
126 H 8.182 10.818 -6.633  0.297
127 H -1.694 -7.047 11.561  0.266
128 H -3.982 -2.936 5.400  0.716
129 H 4.311 -0.104 -7.033  0.349
130 H 4.261 -5.824 4.190  0.385
131 H -6.494 -3.656 6.131  0.368
132 H 1.598 -0.829 3.776  0.335
133 H -3.444 -1.436 6.080  0.456
134 H 1.508 -10.341 1.220  0.338
135 H 1.380 3.322 -6.225  0.348
136 H -8.273 2.216 0.494  0.314
137 H -6.533 0.240 6.597  0.217
138 H 3.038 -0.380 -4.339  0.152
139 H -1.318 1.213 -3.845  0.487
140 H 1.485 -10.820 2.949  0.320
141 H -0.863 0.515 0.589  0.336
142 H -6.648 -2.652 7.580  0.478
143 H -4.304 4.478 0.792  0.101
144 H -6.533 1.206 -0.788  0.364
145 H 10.511 7.378 -9.889  0.366
146 H 6.450 4.544 -7.108  0.314
147 H -5.111 -3.384 7.189  0.355
148 H 6.721 11.783 -6.883  0.387
149 H 6.531 9.505 -7.974  0.219
150 H 3.732 -4.695 -7.440  0.263
151 H -1.201 -5.691 6.103  0.337
152 H 10.296 9.003 -10.599  0.347

Largest force on an atom (Eh/bohr): 0.0178
SMILES string: CC(=O)N(C)CCCC[C@@]1(CP(=O)(O)O)NC(=O)[C@@H](PP(=O)(O)O)[C@H]1CC(C)C.CCOS(C)(=O)=O.CCOS(C)(=O)=O.CCOS(C)(=O)=O.CCOS(C)(=O)=O.CCOS(C)(=O)=O.CCOS(C)(=O)=O
DFT total energy (Ha): -6823.184797
HOMO level (eV): -9.0
Gap between HOMO and LUMO (eV): 9.264

=====

C5H8O2S | the ωB97M-V functional and the def2-TZVPD basis

Last column: Mulliken charge in e.
Positions of all 16 atoms, in Å:
1 S -3.173 -0.001 -0.349  -0.281
2 O -1.121 -1.585 0.219  -0.362
3 O 2.049 0.094 -0.596  -0.559
4 C -1.632 -0.394 -0.166  0.189
5 C 0.325 -1.484 0.336  -0.422
6 C -0.461 0.523 -0.626  0.115
7 C 0.848 -0.458 -0.719  -0.371
8 C -0.183 1.457 0.646  -1.230
9 H 0.685 -0.939 -1.719  0.408
10 H 0.575 -1.219 1.441  0.275
11 H 2.116 0.563 0.330  0.427
12 H 0.343 0.705 1.455  0.194
13 H -0.996 2.075 0.881  0.411
14 H -0.726 0.934 -1.580  0.485
15 H 0.767 -2.402 0.084  0.394
16 H 0.583 2.132 0.364  0.327

Largest force on an atom (Eh/bohr): 0.1203
SMILES string: C[C@@H]1C(=S)OC[C@@H]1O
DFT total energy (Ha): -743.916738
HOMO level (eV): -8.7
Gap between HOMO and LUMO (eV): 9.078
ΔE to the lowest compared entry with this formula, charge and spin (kJ/mol): 185.52

=====

C4H5NO | the ωB97M-V functional and the def2-TZVPD basis

Last column: Mulliken charge in e.
Positions of all 11 atoms, in Å:
1 O -1.034 -0.754 1.548  -0.521
2 N 0.886 -0.594 0.147  -0.053
3 C 1.187 -0.034 -1.033  -0.040
4 C -0.795 0.732 -0.616  -0.422
5 C 0.211 0.875 -1.548  -0.853
6 C -0.340 -0.029 0.596  0.449
7 H -0.108 1.003 0.956  0.141
8 H -1.702 1.324 -0.485  0.389
9 H 1.434 -1.241 0.698  0.208
10 H 2.158 -0.269 -1.470  0.362
11 H -1.897 -1.012 1.206  0.340

Largest force on an atom (Eh/bohr): 0.0221
SMILES string: O[C@@H]1C=C=CN1
DFT total energy (Ha): -285.266747
HOMO level (eV): -7.6
Gap between HOMO and LUMO (eV): 7.537
ΔE to the lowest compared entry with this formula, charge and spin (kJ/mol): 388.15

=====

C3H7O2S | the ωB97M-V functional and the def2-TZVPD basis

Last column: Mulliken charge in e.
Positions of all 13 atoms, in Å:
1 S 0.027 -0.625 1.656  -0.660
2 O 0.202 1.824 -1.941  -0.540
3 O 1.901 -2.254 -0.671  -0.647
4 C -1.234 1.085 -0.186  -0.378
5 C -1.228 -0.333 0.341  -0.693
6 C 0.081 1.482 -0.792  0.022
7 H -2.184 -0.726 0.689  0.255
8 H -2.016 1.305 -0.923  0.288
9 H 0.887 1.548 -0.050  0.361
10 H 1.608 -2.111 -1.576  0.289
11 H -0.966 -0.992 -0.491  0.209
12 H -1.346 1.806 0.638  0.230
13 H 1.426 -1.622 -0.092  0.263

Largest force on an atom (Eh/bohr): 0.0230
Charge: -1
DFT total energy (Ha): -667.208345
HOMO level (eV): -3.0
Gap between HOMO and LUMO (eV): 6.905
ΔE to the lowest compared entry with this formula, charge and spin (kJ/mol): 91.73

=====

C19H32B3Br2N6O6P | the ωB97M-V functional and the def2-TZVPD basis

Last column: Mulliken charge in e.
Positions of all 69 atoms, in Å:
1 Br 0.846 -4.614 -1.216  -0.137
2 Br -1.169 -1.455 -3.915  -0.190
3 P 1.319 -1.145 2.307  0.013
4 O -3.765 1.433 -0.366  -0.581
5 O -0.203 -0.123 0.055  0.296
6 O 0.841 -0.001 -2.090  -0.388
7 O 1.492 -1.669 -0.555  -0.351
8 O -0.268 1.933 -1.198  -0.662
9 O 0.849 0.323 2.978  -0.560
10 N 2.890 0.214 1.181  -0.181
11 N 4.783 6.162 1.297  -0.388
12 N -0.436 -2.361 6.283  -0.427
13 N -2.369 -1.978 1.325  -0.284
14 N -4.476 -3.905 -1.852  -0.517
15 N 5.150 3.514 -3.220  -0.497
16 C -0.199 -3.640 -2.474  0.399
17 C -1.504 2.245 -0.568  -1.360
18 C -4.603 -2.765 -1.807  0.266
19 C 3.924 0.612 0.875  0.374
20 C 4.558 6.111 -1.294  -0.299
21 C 4.093 3.098 -3.053  0.223
22 C 5.232 1.113 0.487  -1.038
23 C 0.251 -2.428 3.171  -1.047
24 C -4.764 -2.922 1.704  -1.028
25 C -2.728 1.703 -1.320  1.992
26 C -3.427 -2.391 1.488  0.457
27 C -3.256 2.722 -2.371  -1.559
28 C 0.645 -2.329 6.665  0.441
29 C -0.084 -2.309 -2.556  0.089
30 C 2.758 2.565 -2.831  -0.322
31 C -4.767 -1.322 -1.744  -0.267
32 C -1.119 -4.477 -3.323  -1.248
33 C 2.019 -2.277 7.138  -0.846
34 C 4.683 6.143 0.155  0.297
35 B 0.837 -0.981 0.455  0.498
36 B 0.123 0.632 -1.066  0.344
37 B 0.797 -1.349 -1.700  0.691
38 H 2.631 -3.030 6.643  0.270
39 H 2.071 -2.456 8.211  0.339
40 H 5.338 6.702 -1.772  0.279
41 H -5.468 -2.124 1.937  0.275
42 H -5.125 -3.442 0.817  0.267
43 H -1.582 3.338 -0.572  0.550
44 H -1.159 -5.488 -2.927  0.374
45 H -0.077 0.198 3.218  0.292
46 H 5.518 1.966 1.101  0.318
47 H -3.894 2.248 0.130  0.356
48 H -4.451 -0.847 -2.672  0.260
49 H 5.235 1.435 -0.554  0.194
50 H -0.493 -1.892 3.767  0.277
51 H 2.049 3.365 -2.617  0.318
52 H 2.392 2.032 -3.707  0.344
53 H -4.174 -0.891 -0.937  -0.112
54 H -1.545 1.965 0.488  0.164
55 H -4.774 -3.628 2.532  0.346
56 H -2.609 3.595 -2.446  0.378
57 H 4.638 5.097 -1.677  -0.162
58 H -0.229 -3.158 2.520  0.299
59 H 3.598 6.512 -1.617  0.260
60 H 5.997 0.345 0.601  0.297
61 H 2.731 1.872 -1.993  -0.066
62 H -5.806 -1.047 -1.568  0.377
63 H -0.832 -4.442 -4.373  0.314
64 H 0.878 -2.958 3.886  0.339
65 H -3.364 2.215 -3.329  0.304
66 H 2.464 -1.303 6.939  0.264
67 H -2.122 -4.060 -3.201  0.276
68 H -4.245 3.039 -2.035  0.426
69 H -2.545 0.761 -1.839  -0.621

Largest force on an atom (Eh/bohr): 0.0493
DFT total energy (Ha): -7087.321074
HOMO level (eV): -6.9
Gap between HOMO and LUMO (eV): 7.227

=====

C17H23N2O5P | the ωB97M-V functional and the def2-TZVPD basis

Last column: Mulliken charge in e.
Positions of all 48 atoms, in Å:
1 P -1.360 4.353 -1.231  0.937
2 O -2.816 3.687 -1.364  -0.368
3 O 2.175 -3.337 1.764  -0.642
4 O -0.815 4.231 0.265  -0.485
5 O -0.306 3.605 -2.176  -0.283
6 O -1.423 5.753 -1.626  -0.784
7 N -4.493 1.652 1.872  -0.596
8 N 1.741 -5.567 1.811  0.136
9 C -3.606 3.678 0.951  -0.115
10 C -3.672 1.719 -0.376  -0.202
11 C 1.352 1.051 1.118  -0.593
12 C 1.845 1.667 -2.581  -1.226
13 C 0.780 -6.639 1.644  -0.916
14 C 2.148 -0.944 0.147  -0.326
15 C 1.409 -4.275 1.636  0.174
16 C 1.428 1.629 -0.121  -0.129
17 C -4.236 1.091 0.696  -0.435
18 C 2.216 -0.368 -1.094  -0.620
19 C 3.109 -5.892 2.180  -0.937
20 C -4.157 2.928 1.957  -0.381
21 C -3.350 3.048 -0.237  0.468
22 C 1.713 -0.274 1.252  -0.431
23 C 1.835 0.947 -1.247  0.443
24 C -0.653 2.233 -2.515  -0.388
25 C 0.481 1.593 -3.295  -0.873
26 H 0.352 -4.131 1.359  0.265
27 H -0.873 1.615 -1.639  0.325
28 H 2.152 2.705 -2.435  0.328
29 H 1.156 2.674 -0.225  0.257
30 H 3.219 -6.969 2.284  0.380
31 H -1.526 2.285 -3.169  0.572
32 H 2.538 -0.939 -1.959  0.377
33 H -4.338 3.426 2.907  0.351
34 H 0.596 2.049 -4.283  0.404
35 H -0.193 -6.237 1.369  0.287
36 H -3.500 1.225 -1.322  0.425
37 H 0.683 -7.196 2.578  0.340
38 H -4.521 0.048 0.576  0.340
39 H 0.018 4.720 0.295  0.353
40 H 3.793 -5.527 1.414  0.285
41 H 3.360 -5.406 3.124  0.291
42 H 0.996 1.656 1.943  0.414
43 H 2.631 1.208 -3.189  0.491
44 H 1.118 -7.317 0.858  0.344
45 H 0.263 0.534 -3.465  0.395
46 H -3.362 4.726 1.066  0.454
47 H 1.634 -0.736 2.227  0.426
48 H 2.459 -1.983 0.254  0.465

Largest force on an atom (Eh/bohr): 0.0589
SMILES string: O=[P@](O)(OCCCc1ccccc1)Oc1ccncc1.CN(C)C=O
DFT total energy (Ha): -1488.756195
HOMO level (eV): -8.9
Gap between HOMO and LUMO (eV): 9.484

=====

- Which of these has the highest HOMO level?
  C3H7O2S

=====

Copy entry 4 word for word.
C3H7O2S | the ωB97M-V functional and the def2-TZVPD basis

Last column: Mulliken charge in e.
Positions of all 13 atoms, in Å:
1 S 0.027 -0.625 1.656  -0.660
2 O 0.202 1.824 -1.941  -0.540
3 O 1.901 -2.254 -0.671  -0.647
4 C -1.234 1.085 -0.186  -0.378
5 C -1.228 -0.333 0.341  -0.693
6 C 0.081 1.482 -0.792  0.022
7 H -2.184 -0.726 0.689  0.255
8 H -2.016 1.305 -0.923  0.288
9 H 0.887 1.548 -0.050  0.361
10 H 1.608 -2.111 -1.576  0.289
11 H -0.966 -0.992 -0.491  0.209
12 H -1.346 1.806 0.638  0.230
13 H 1.426 -1.622 -0.092  0.263

Largest force on an atom (Eh/bohr): 0.0230
Charge: -1
DFT total energy (Ha): -667.208345
HOMO level (eV): -3.0
Gap between HOMO and LUMO (eV): 6.905
ΔE to the lowest compared entry with this formula, charge and spin (kJ/mol): 91.73

=====

- The lowest HOMO level belongs to which entry?
  C34H81N2O26P3S6